Molecular formula: C10H22N3O
Method: DFT, ωB97M-V/def2-TZVPD

Last column: Mulliken charge in e.
Element x y z (Å)
C: -2.20935 -1.86800 0.49252  -0.235
C: -0.84343 1.06824 1.09698  -0.959
C: 0.52861 -0.95825 1.28679  -0.932
C: 0.35159 1.93025 1.22601  -0.404
C: 1.74744 -0.03667 1.32703  -0.740
C: -2.52451 -1.23648 -2.45141  -1.429
C: -0.37661 0.24888 -2.15313  -1.180
C: -0.28024 -2.32317 -1.96684  -1.442
C: 2.64716 2.07084 1.98203  -0.964
C: -1.18117 -1.08478 -1.66643  0.886
N: -0.45600 -0.17088 0.41927  0.424
N: -1.41684 -0.97654 -0.25189  -0.077
N: 1.44789 1.22909 1.94079  -0.080
O: -3.05611 -2.66495 0.15394  -0.252
H: -2.11541 -1.74273 1.58601  0.335
H: -1.25213 0.74439 2.11262  0.355
H: -1.70073 1.49085 0.63544  0.527
H: 0.72294 -1.94123 0.95248  0.632
H: 0.31564 -0.99889 2.32498  0.324
H: 0.92740 2.14751 0.24545  0.344
H: 0.11860 2.88323 1.68283  0.410
H: 2.54364 -0.55739 1.80305  0.538
H: 2.18130 0.10396 0.30098  0.296
H: -3.42026 -0.78381 -1.97568  0.316
H: -2.48948 -0.95589 -3.49951  0.372
H: -2.63029 -2.32076 -2.36413  0.426
H: 0.74323 0.37726 -1.75924  0.068
H: -0.88826 1.13192 -1.67555  0.283
H: -0.38400 0.27542 -3.26439  0.518
H: 0.67759 -2.20100 -1.53972  0.431
H: -0.67162 -3.29051 -1.57312  0.293
H: -0.16228 -2.31954 -3.10904  0.371
H: 3.33500 1.56224 2.51029  0.431
H: 2.87950 2.13489 0.95821  0.432
H: 2.50241 3.02883 2.41768  0.339
H: 1.16461 1.10027 2.88538  0.343

Properties
- F_max (eV/A) = 7.91
- net charge = +1
- E_tot (eV) = -17230.8680
- M (g mol⁻¹) = 200.3
- <S²> = 2.006
- frontier orbital gap (alpha / beta) (eV) = 5.02 / 6.84
- spin multiplicity = 3



Molecular formula: C6H16ClCrO6S2
Method: DFT, ωB97M-V/def2-TZVPD

Last column: Mulliken charge in e.
Element x y z (Å)
Cr: -2.46796 -1.98828 -1.54159  1.066
Cl: -0.23192 -1.69481 -0.74682  -0.243
O: -3.22158 1.15507 -4.50831  -0.559
S: -2.73119 1.29064 -3.16478  0.946
O: -2.50661 0.08576 -2.36606  -0.387
O: -1.38054 2.13812 -3.25260  -0.251
C: -0.47724 2.04321 -2.11092  0.176
C: 0.76583 2.78597 -2.54984  -1.308
C: -3.84058 2.40224 -2.28295  -0.929
H: -0.24943 1.00463 -1.86602  0.045
H: -0.92946 2.42389 -1.19001  0.320
H: 1.22658 2.19482 -3.34116  0.328
H: 1.52001 2.89952 -1.77082  0.393
H: 0.55465 3.79448 -2.89982  0.344
H: -4.78175 1.88616 -2.09914  0.371
H: -4.04946 3.25500 -2.92202  0.340
H: -3.36844 2.67248 -1.34074  0.342
O: 1.12485 -0.43685 3.77223  -0.601
S: 2.45240 -0.96767 3.59205  1.187
O: 3.44068 -0.80266 4.60510  -0.574
O: 2.40983 -2.56967 3.27953  -0.329
C: 1.45885 -3.06226 2.33179  -0.029
C: 0.04885 -3.11703 2.88445  -1.048
C: 3.12398 -0.39325 1.98094  -0.831
H: 1.76284 -4.07712 2.07753  0.292
H: 1.52748 -2.48006 1.40863  0.055
H: 0.06162 -3.78696 3.74713  0.317
H: -0.62389 -3.59636 2.16766  0.319
H: -0.37503 -2.16423 3.18528  0.326
H: 3.49250 0.62814 2.01463  0.382
H: 2.34043 -0.45610 1.22663  0.194
H: 3.92372 -1.06680 1.68002  0.348

Properties
- F_max (eV/A) = 3.11
- net charge = +1
- E_tot (eV) = -81372.0672
- M (g mol⁻¹) = 335.8
- energy above the lowest of the compared OMol25 structures with the same formula, charge and spin (kJ/mol) = 0.0
- <S²> = 6.049
- frontier orbital gap (alpha / beta) (eV) = 5.89 / 6.93
- spin multiplicity = 5



Molecular formula: C6H9N
Method: DFT, ωB97M-V/def2-TZVPD

Last column: Mulliken charge in e.
Element x y z (Å)
C: 2.29722 0.07161 -0.07199  -1.101
C: 0.90305 0.55153 -0.32592  0.650
C: -0.35040 0.51263 0.53444  0.145
C: -0.91166 1.24930 -0.71703  -0.558
N: 0.41224 1.07390 -1.39056  -0.673
C: -1.73675 -1.55663 0.14064  -0.732
C: -0.82894 -0.88509 0.84662  -0.285
H: 2.78239 0.75144 0.64075  0.292
H: 2.83023 0.07798 -1.02721  0.327
H: 2.29623 -0.94016 0.36066  0.313
H: -0.33032 1.10706 1.46164  0.360
H: -1.75950 0.77900 -1.22957  0.229
H: -1.13916 2.31166 -0.55747  0.251
H: -2.19056 -1.11704 -0.75045  0.167
H: -2.05023 -2.55171 0.44984  0.268
H: -0.28414 -1.36727 1.66647  0.347

Properties
- F_max (eV/A) = 0.47
- net charge = 0
- E_tot (eV) = -7856.1036
- M (g mol⁻¹) = 95.1
- energy above the lowest of the compared OMol25 structures with the same formula, charge and spin (kJ/mol) = 198.4
- frontier orbital gap (eV) = 10.44



Molecular formula: C8H12ClIrN
Method: DFT, ωB97M-V/def2-TZVPD

Last column: Mulliken charge in e.
Element x y z (Å)
C: -0.42960 1.05190 -2.08250  -0.445
C: 0.96750 1.18970 -1.84520  -0.464
C: 1.13790 2.01490 -0.69730  -0.690
C: -0.15140 2.37680 -0.21830  -0.471
C: -1.12260 1.77810 -1.07230  -0.552
Ir: 0.00000 0.00000 0.00000  0.294
N: -1.31440 -1.30630 0.02910  -0.219
C: -0.35960 -2.35180 -0.49360  -0.601
C: 1.02970 -1.69430 -0.68890  -0.774
H: 2.09220 2.28740 -0.24240  0.375
H: 1.76690 0.74140 -2.43560  0.501
H: -0.36350 2.97800 0.66720  0.523
H: -2.20640 1.84760 -0.95970  0.332
H: -0.89130 0.45530 -2.87150  0.331
H: 1.39400 -1.76850 -1.72360  0.335
H: -0.31050 -3.19370 0.22660  0.271
H: -2.28880 -1.60880 0.02410  0.110
H: 1.78580 -2.05580 0.02420  0.285
H: -0.73590 -2.74200 -1.45990  0.310
Cl: 0.43760 -1.24250 2.94020  -0.272
C: -0.27590 0.16960 2.12770  -0.817
H: -1.35900 0.22430 2.36180  0.324
H: 0.22450 1.09000 2.49160  0.313

Properties
- F_max (eV/A) = 4.44
- net charge = -1
- E_tot (eV) = -25335.6854
- M (g mol⁻¹) = 349.9
- energy above the lowest of the compared OMol25 structures with the same formula, charge and spin (kJ/mol) = 0.0
- <S²> = 6.017
- frontier orbital gap (alpha / beta) (eV) = 3.62 / 6.26
- spin multiplicity = 5



Molecular formula: C36H34MoN10O4S2
Method: DFT, ωB97M-V/def2-TZVPD

Last column: Mulliken charge in e.
Element x y z (Å)
Mo: -1.43537 -1.25810 0.26416  1.770
C: 3.68910 3.92413 0.31954  -1.645
C: 2.80381 3.08879 -0.57013  1.147
C: 3.11242 3.23972 -2.04325  -1.407
O: 1.43580 3.44326 -0.30664  -0.466
C: 0.67266 2.25403 -0.43789  -0.062
C: 1.61968 1.18130 0.10115  0.176
O: 2.89381 1.70208 -0.18611  -0.448
C: 1.52202 -0.20356 -0.57191  1.959
O: 0.18687 -0.70857 -0.17865  0.304
C: 2.51848 -1.22018 -0.03071  -0.285
C: 2.71739 -2.40076 -0.74652  -0.381
C: 3.55257 -3.39178 -0.25652  -1.165
C: 4.20299 -3.21372 0.95562  -0.520
C: 4.00590 -2.04678 1.67676  -1.142
C: 3.16474 -1.05689 1.19109  -0.071
C: 1.51311 -0.09239 -2.08669  -0.458
C: 2.74038 -0.06134 -2.74676  -0.199
C: 2.79267 0.10557 -4.12211  -0.975
C: 1.62608 0.24547 -4.85875  -0.804
C: 0.40024 0.22506 -4.20994  -1.065
C: 0.34781 0.06153 -2.83194  0.258
C: -0.61114 2.60446 0.28552  0.278
O: -2.38523 0.01338 -0.22138  -0.689
C: -0.75328 2.48501 1.69871  1.029
C: 0.31772 2.71857 2.58824  -0.581
C: 0.10462 2.65349 3.94586  -0.688
C: -1.14694 2.29413 4.44346  -0.631
C: -2.20873 2.03953 3.58214  -1.026
C: -2.02513 2.15788 2.21961  -0.147
C: -1.65456 3.17603 -0.49280  0.437
C: -1.83151 2.84016 -1.85786  0.023
C: -2.81489 3.44820 -2.59880  -1.095
C: -3.61555 4.43204 -2.01474  -0.503
C: -3.44674 4.79219 -0.68265  -0.977
C: -2.49244 4.15884 0.08472  -0.506
H: 3.49647 4.98150 0.14329  0.396
H: 4.73578 3.71955 0.10028  0.403
H: 3.49831 3.69209 1.36646  0.355
H: 3.09855 4.29435 -2.31574  0.458
H: 2.38589 2.70416 -2.65446  0.149
H: 4.10187 2.83589 -2.25413  0.358
H: 0.45012 2.03928 -1.48762  0.330
H: 1.47854 1.03011 1.17099  0.511
H: 2.22182 -2.54890 -1.69749  0.527
H: 3.70440 -4.29814 -0.82729  0.485
H: 4.86509 -3.98081 1.33447  0.466
H: 4.51012 -1.90123 2.62250  0.472
H: 3.03674 -0.16154 1.77917  0.288
H: 3.65556 -0.17216 -2.18211  0.607
H: 3.75349 0.12322 -4.61927  0.490
H: 1.67105 0.36672 -5.93264  0.453
H: -0.51631 0.33355 -4.77459  0.534
H: -0.62515 0.07745 -2.35587  0.502
H: 1.27691 3.04044 2.21024  0.464
H: 0.91475 2.87279 4.62716  0.475
H: -1.29282 2.21074 5.51230  0.430
H: -3.17732 1.76531 3.97647  0.515
H: -2.84315 1.96141 1.53863  0.633
H: -1.22652 2.06777 -2.31254  0.407
H: -2.96682 3.17103 -3.63252  0.505
H: -4.37198 4.92626 -2.61036  0.455
H: -4.05430 5.57352 -0.24803  0.481
H: -2.33334 4.46857 1.10776  0.557
N: -2.68994 -2.15671 3.49160  -0.040
C: -3.42286 -2.49850 2.39076  0.224
N: -4.63355 -2.98690 2.42955  -0.420
N: -4.95502 -3.19195 1.13099  -0.565
N: -4.02364 -2.84674 0.34627  -0.309
N: -2.96299 -2.39677 1.12688  0.839
C: -1.53860 -1.45088 3.39355  0.280
N: -0.83961 -0.99352 4.39680  -0.660
N: 0.21305 -0.36096 3.82276  -0.899
N: 0.18397 -0.40680 2.56742  0.481
N: -0.95725 -1.14045 2.20412  -0.048
H: -3.10965 -2.28390 4.40168  0.267
S: -1.60102 -2.93815 -1.48199  -0.357
C: -1.83280 -4.53233 -0.85327  0.684
N: -2.15584 -5.47533 -1.69873  -0.178
C: -2.38911 -6.82057 -1.15507  -0.601
C: -1.75626 -6.82945 0.23800  -0.524
S: -1.61344 -5.08158 0.75224  -0.008
H: -2.34929 -5.26292 -2.66910  0.266
H: -1.92271 -7.55421 -1.80862  0.341
H: -3.46286 -7.00443 -1.12175  0.323
H: -0.76361 -7.27249 0.24296  0.347
H: -2.38404 -7.33820 0.96402  0.409

Properties
- F_max (eV/A) = 1.05
- net charge = +2
- E_tot (eV) = -84485.2127
- M (g mol⁻¹) = 830.8
- energy above the lowest of the compared OMol25 structures with the same formula, charge and spin (kJ/mol) = 53.3
- frontier orbital gap (eV) = 5.97



- net charge of number 2 (C6H16ClCrO6S2)?
  +1



- Which value of M does entry 1 give?
  200.3 g mol⁻¹



- What is the E_tot in the first record?
  -17230.8680 eV